Computed, not measured: a cluster of 2 separate species, C2H2O2S in total at a distorted geometry, with ωB97M-V with the def2-TZVPD basis set.

Summary:
SMILES: C=C=O.O=S
DFT total energy, eV: -17033.4218
HOMO-LUMO gap (alpha / beta), Ha: 0.2838 / 0.2824
ΔE to the lowest compared entry with this formula, charge and spin, kcal/mol: 60.02
LUMO level (alpha / beta), eV: -1.239 / -1.254
Net charge: 0
Strongest force on any atom, eV/Å: 1.5

XYZ file:
```
7
Properties=species:S:1:pos:R:3:forces:R:3
C 0.361 -0.698 -0.011 -1.317 -0.784 -0.046
C 1.469 -0.045 0.005 1.069 0.669 0.046
O -2.173 1.403 -0.057 0.454 0.637 -0.053
O -0.650 -1.279 -0.027 0.878 -0.056 0.002
S -2.902 0.135 0.054 -0.952 -0.366 0.072
H 1.479 1.018 0.155 -0.229 0.215 0.034
H 2.416 -0.534 -0.120 0.096 -0.315 -0.055
```
Positions in Å, forces in eV/Å.